No. 1
Entry from the Open Molecules 2025 dataset: C18H26NOP in the gas phase in a non-equilibrium geometry (ωB97M-V with the def2-TZVPD basis set).

Atoms and positions in Å:
C1 2.396 1.522 2.066
C2 2.679 0.385 1.032
C3 3.497 -0.717 1.767
C4 3.582 0.973 -0.088
C5 1.379 -0.189 0.400
C6 1.439 -1.055 -0.673
P1 -0.071 -1.606 -1.414
O1 0.009 -3.064 -1.759
C7 -0.593 -0.589 -2.904
C8 -0.631 0.775 -2.884
C9 -1.109 1.522 -3.966
C10 -1.459 0.933 -5.157
C11 -1.294 -0.470 -5.244
C12 -0.886 -1.221 -4.149
C13 -1.264 -1.439 -0.135
C14 -1.010 -0.569 0.876
C15 -1.984 -0.255 2.022
C16 -1.269 0.160 3.310
C17 -2.982 -1.380 2.280
C18 -2.830 0.954 1.580
N1 0.136 0.232 0.835
H1 1.848 1.148 2.926
H2 1.771 2.293 1.629
H3 3.343 1.939 2.446
H4 4.533 -0.341 2.014
H5 2.966 -0.983 2.672
H6 3.643 -1.585 1.102
H7 4.473 1.488 0.323
H8 3.066 1.686 -0.732
H9 3.977 0.181 -0.725
H10 2.373 -1.466 -1.053
H11 -0.336 1.277 -1.951
H12 -1.147 2.619 -3.874
H13 -1.876 1.448 -6.023
H14 -1.570 -0.888 -6.215
H15 -0.747 -2.280 -4.310
H16 -2.153 -2.026 -0.160
H17 -0.758 1.121 3.247
H18 -2.023 0.318 4.082
H19 -0.568 -0.630 3.658
H20 -3.659 -1.073 3.091
H21 -3.584 -1.567 1.340
H22 -2.455 -2.256 2.616
H23 -3.498 1.271 2.400
H24 -3.400 0.691 0.699
H25 -2.157 1.821 1.373
H26 0.203 0.894 1.629

Values from the calculation:
SMILES string	CC(C)(C)C1=CP(=O)(c2ccccc2)C=C(C(C)(C)C)N1
LUMO level	0.45	eV
frontier orbital gap	8.866	eV
HOMO level	-8.418	eV

=====

No. 2
Entry from the Open Molecules 2025 dataset: 10 unconnected molecules or ions with the total composition C18H26O19 in a non-equilibrium geometry (ωB97M-V with the def2-TZVPD basis set).

Atoms and positions in Å:
O1 -4.061 -28.496 -19.325
C1 -3.452 -27.610 -18.775
C2 -4.066 -26.489 -18.066
C3 -3.363 -25.507 -17.504
O2 -3.904 -24.451 -16.898
C4 -1.849 -25.527 -17.553
O3 -1.176 -24.648 -17.074
C5 -1.235 -26.626 -18.300
C6 -1.951 -27.615 -18.834
O4 -1.421 -28.590 -19.550
H1 -5.153 -26.454 -18.044
H2 -4.779 -24.266 -17.267
H3 -0.160 -26.628 -18.429
H4 -2.170 -29.104 -19.915
O5 -3.325 -26.612 -14.732
C7 -2.985 -26.105 -13.691
C8 -2.116 -24.943 -13.638
C9 -1.864 -24.319 -12.489
O6 -1.191 -23.172 -12.417
C10 -2.376 -24.836 -11.174
O7 -2.003 -24.299 -10.167
C11 -3.302 -25.951 -11.227
C12 -3.579 -26.571 -12.383
O8 -4.446 -27.564 -12.480
H5 -1.757 -24.454 -14.537
H6 -1.150 -22.969 -11.454
H7 -3.842 -26.275 -10.343
H8 -4.563 -27.766 -13.426
O9 -5.358 -23.920 -13.082
C13 -5.320 -23.129 -14.001
C14 -4.181 -22.275 -14.278
C15 -4.156 -21.501 -15.371
O10 -3.145 -20.684 -15.616
C16 -5.350 -21.374 -16.278
O11 -5.317 -20.575 -17.181
C17 -6.505 -22.242 -16.005
C18 -6.514 -23.003 -14.903
O12 -7.544 -23.750 -14.564
H9 -3.350 -22.300 -13.586
H10 -3.310 -20.148 -16.437
H11 -7.283 -22.255 -16.757
H12 -7.301 -24.268 -13.776
O13 -0.238 -19.353 -13.098
H13 -0.628 -19.543 -12.238
H14 -0.919 -18.869 -13.581
O14 1.357 -23.263 -17.694
H15 0.775 -23.670 -17.035
H16 0.764 -22.767 -18.266
O15 0.565 -19.592 -16.021
H17 1.346 -20.076 -16.315
H18 0.137 -20.192 -15.390
O16 3.614 -22.539 -16.151
H19 3.053 -22.637 -16.939
H20 2.976 -22.365 -15.447
O17 2.455 -22.156 -13.426
H21 1.808 -22.718 -13.875
H22 3.081 -22.777 -13.036
O18 -0.079 -22.259 -15.181
H23 -0.995 -22.493 -15.384
H24 -0.106 -21.959 -14.258
O19 -1.588 -19.757 -18.132
H25 -0.979 -19.010 -18.061
H26 -1.101 -20.461 -17.682

Values from the calculation:
SMILES string	O=C1C=C(O)C(=O)C=C1O.O=C1C=C(O)C(=O)C=C1O.O=C1C=C(O)C(=O)C=C1O.O.O.O.O.O.O.O
LUMO level	-1.90	eV
frontier orbital gap	8.059	eV
HOMO level	-9.955	eV

=====

Sequential energy relative to the best compared isomer or geometry (same formula, charge and spin) output: 4.9 0.0 kcal per mole